1.
Density functional theory data (ωB97M-V with the def2-TZVPD basis set) for a 2-piece molecular cluster, C24H28F5N4O overall in a non-equilibrium geometry.

Its energy relative to the best compared isomer or geometry (same formula, charge and spin) is 0.000 eV. Its total energy is -46929.4452 eV. The value obtained for the frontier orbital gap is 6.264 eV. Its charge is +1. Its HOMO energy is -11.09 eV.

Structure (XYZ):
```
62
Properties=species:S:1:pos:R:3:lowdin_charge:R:1
C 1.79 -4.08 1.44 0.005
N 1.59 -2.66 1.29 -0.032
C 2.60 -1.76 1.50 -0.362
O 3.73 -2.03 1.91 0.106
C 2.05 -0.37 1.17 -0.143
C 2.66 0.23 -0.08 -0.053
C 4.14 0.40 0.07 -0.089
C 5.03 -0.53 -0.45 -0.140
F 4.55 -1.59 -1.15 0.100
C 6.40 -0.45 -0.23 -0.107
F 7.24 -1.40 -0.70 0.127
C 6.91 0.63 0.50 -0.100
F 8.24 0.73 0.73 0.134
C 6.04 1.59 1.01 -0.111
F 6.53 2.63 1.71 0.123
C 4.67 1.46 0.79 -0.128
F 3.83 2.38 1.35 0.091
N 0.61 -0.64 1.05 0.055
C -0.24 0.37 0.81 0.026
C -1.59 0.17 0.56 -0.070
C -2.48 1.19 0.24 0.022
C -3.91 1.02 0.23 -0.208
C -4.78 2.14 0.19 -0.022
C -6.16 1.98 0.12 -0.050
C -6.72 0.69 0.12 -0.037
C -5.89 -0.43 0.21 -0.052
C -4.50 -0.28 0.27 -0.005
C 0.28 -2.08 1.05 -0.454
C -0.28 -2.58 -0.29 0.015
C -0.69 -2.48 2.19 0.018
H 2.86 -4.29 1.55 0.106
H 1.26 -4.46 2.32 0.100
H 1.40 -4.60 0.55 0.097
H 2.25 0.31 2.02 0.179
H 2.46 -0.44 -0.93 0.137
H 2.18 1.20 -0.27 0.118
H 0.19 1.37 0.84 0.162
H -1.99 -0.84 0.65 0.065
H -2.09 2.21 0.16 0.110
H -4.33 3.14 0.22 0.118
H -6.80 2.86 0.08 0.118
H -7.81 0.57 0.05 0.120
H -6.32 -1.43 0.23 0.117
H -3.88 -1.16 0.33 0.108
H 0.47 -2.44 -1.08 0.105
H -0.52 -3.65 -0.20 0.095
H -1.19 -2.04 -0.57 0.074
H -0.21 -2.30 3.16 0.110
H -1.62 -1.91 2.15 0.075
H -0.93 -3.55 2.09 0.098
C -0.12 2.41 -2.47 -0.096
N -1.51 2.13 -2.13 -0.372
C -2.15 1.32 -3.16 -0.091
N -2.20 3.40 -2.10 0.038
H 0.41 1.45 -2.56 0.079
H -0.02 2.97 -3.42 0.096
H 0.34 3.00 -1.67 0.078
H -1.57 0.41 -3.29 0.084
H -3.17 1.06 -2.85 0.079
H -2.20 1.86 -4.13 0.094
H -3.14 3.22 -1.76 0.060
H -1.70 3.98 -1.42 0.082
```

2.
Density functional theory data (ωB97M-V with the def2-TZVPD basis set) for C24H28HgN10O5Se as an isolated structure in a non-equilibrium geometry.

Its energy relative to the best compared isomer or geometry (same formula, charge and spin) is 1.938 eV. Its total energy is -120001.3800 eV. The spin multiplicity is 2. The value obtained for the frontier orbital gap (spin up / spin down) is 6.012 / 5.285 eV. Its charge is -1. Its HOMO energy (spin up / spin down) is -3.43 / -3.43 eV.

Structure (XYZ):
```
69
Properties=species:S:1:pos:R:3:lowdin_charge:R:1
Hg 0.21 -0.43 -0.56 1.278
C -2.15 -2.24 -3.96 -0.041
C -1.57 -1.16 -3.05 -0.487
O -0.37 -1.28 -2.69 -0.113
C -2.39 -0.06 -2.76 -0.063
C -2.00 1.09 -2.07 -0.333
C -2.91 2.29 -2.09 -0.041
N -0.83 1.16 -1.46 -0.117
N -0.39 2.38 -1.06 0.047
C 0.80 2.39 -0.52 -0.485
O 1.56 1.36 -0.34 -0.215
C 1.30 3.73 -0.18 -0.135
C 0.51 4.86 -0.36 -0.031
C 1.00 6.12 -0.06 -0.102
C 2.29 6.27 0.43 -0.120
C 3.08 5.15 0.62 -0.106
C 2.60 3.90 0.30 -0.039
H -1.56 -3.15 -3.85 0.038
H -2.08 -1.90 -4.99 0.076
H -3.19 -2.44 -3.73 0.068
H -3.40 -0.09 -3.16 0.085
H -3.66 2.20 -2.87 0.063
H -2.31 3.19 -2.25 0.058
H -3.40 2.39 -1.12 0.082
H -0.50 4.73 -0.72 0.100
H 0.39 7.00 -0.23 0.092
H 2.66 7.26 0.68 0.088
H 4.09 5.26 1.01 0.092
H 3.24 3.03 0.41 0.096
C -3.37 -2.76 1.15 -0.081
O -2.25 -3.54 0.81 -0.236
C -1.06 -2.77 0.59 -0.782
O -1.26 -1.56 0.24 -0.176
N -0.28 -2.94 1.82 -0.010
N 0.88 -2.12 1.89 0.006
H -4.15 -3.45 1.46 0.086
H -3.71 -2.17 0.29 0.091
H -3.12 -2.07 1.96 0.085
H -0.07 -3.94 1.94 0.118
H 1.70 -2.55 1.48 0.068
H 1.04 -1.92 2.87 0.051
Se -1.47 -4.85 -1.32 1.174
N -0.20 -5.10 -2.56 -0.261
C 0.79 -4.23 -2.35 -0.400
C 1.94 -4.10 -3.14 -0.019
C 2.87 -3.14 -2.79 -0.088
C 2.65 -2.33 -1.69 -0.144
N 1.56 -2.42 -0.90 0.030
C 0.68 -3.35 -1.22 -0.357
N -0.42 -3.62 -0.48 -0.182
H 2.06 -4.73 -4.01 0.105
H 3.76 -3.00 -3.38 0.094
H 3.37 -1.58 -1.41 0.104
C -1.96 -0.30 5.08 -0.040
N -0.75 0.08 4.38 -0.051
C 0.46 -0.18 4.91 -0.093
C 1.59 0.11 4.24 -0.043
C 1.44 0.66 2.92 -0.419
N 0.26 0.95 2.42 0.190
C -0.87 0.73 3.09 -0.507
O -1.98 1.06 2.74 0.056
N 2.51 0.96 2.16 0.170
H -1.79 -0.30 6.16 0.084
H -2.29 -1.29 4.75 0.092
H -2.74 0.41 4.82 0.086
H 0.48 -0.63 5.90 0.125
H 2.57 -0.09 4.66 0.094
H 3.41 0.55 2.38 0.100
H 2.29 1.19 1.18 0.044
```

3.
Density functional theory data (ωB97M-V with the def2-TZVPD basis set) for a 2-piece molecular cluster, C24H28N2O2S overall in a non-equilibrium geometry.

Its energy relative to the best compared isomer or geometry (same formula, charge and spin) is 6.127 eV. Its total energy is -43249.1966 eV. The value obtained for the frontier orbital gap is 2.899 eV. Its charge is 0. Its HOMO energy is -4.67 eV.

Structure (XYZ):
```
57
Properties=species:S:1:pos:R:3:lowdin_charge:R:1
C -7.65 -0.67 -2.12 -0.116
O -6.89 -1.85 -2.11 -0.105
C -5.53 -1.66 -2.14 -0.276
C -4.70 -2.81 -2.14 -0.035
C -3.34 -2.70 -2.16 -0.151
C -2.72 -1.43 -2.18 -0.861
S -1.07 -1.29 -2.20 0.464
C -3.54 -0.29 -2.18 -0.152
C -4.90 -0.39 -2.16 -0.059
H -8.70 -0.93 -2.09 0.087
H -7.41 -0.07 -1.23 0.089
H -7.44 -0.10 -3.03 0.090
H -5.18 -3.77 -2.12 0.103
H -2.72 -3.58 -2.15 0.084
H -3.07 0.68 -2.19 0.084
H -5.50 0.50 -2.17 0.085
C 3.70 -1.35 1.33 0.007
N 3.97 0.00 0.83 -0.018
C 3.09 1.02 0.48 -0.031
C 1.64 0.94 0.53 -0.319
C 1.01 -0.34 0.71 -0.062
C -0.18 -0.48 1.35 0.023
C -0.75 -1.75 1.71 -0.212
C -1.64 -1.83 2.80 -0.028
C -2.14 -3.04 3.21 -0.084
C -1.80 -4.20 2.53 -0.076
C -0.93 -4.15 1.46 -0.070
C -0.40 -2.94 1.05 -0.036
O 0.94 1.97 0.50 0.034
N 3.86 2.16 0.26 0.097
C 3.44 3.53 -0.21 -0.507
C 4.67 4.41 -0.47 -0.052
C 2.59 4.22 0.86 -0.025
C 2.67 3.38 -1.53 -0.012
C 5.18 1.82 0.49 -0.013
C 5.25 0.51 0.83 -0.017
H 4.57 -1.75 1.85 0.099
H 2.87 -1.34 2.04 0.102
H 3.47 -2.03 0.50 0.108
H 1.54 -1.22 0.41 0.077
H -0.66 0.41 1.72 0.129
H -1.86 -0.94 3.35 0.110
H -2.80 -3.09 4.06 0.102
H -2.21 -5.15 2.85 0.102
H -0.67 -5.05 0.93 0.106
H 0.27 -2.91 0.21 0.087
H 5.34 3.95 -1.20 0.088
H 4.38 5.38 -0.85 0.098
H 5.23 4.57 0.45 0.084
H 1.67 3.67 1.04 0.062
H 3.13 4.27 1.80 0.091
H 2.33 5.23 0.54 0.097
H 1.76 2.81 -1.38 0.080
H 2.41 4.35 -1.93 0.098
H 3.28 2.85 -2.26 0.095
H 6.01 2.50 0.45 0.124
H 6.14 -0.03 1.10 0.133
```

4.
Density functional theory data (ωB97M-V with the def2-TZVPD basis set) for C24H28N2O3P2W as an isolated structure in a non-equilibrium geometry.

Its energy relative to the best compared isomer or geometry (same formula, charge and spin) is 2.947 eV. Its total energy is -54851.2545 eV. The spin multiplicity is 3. The value obtained for the frontier orbital gap (spin up / spin down) is 5.474 / 5.611 eV. Its charge is +2. Its HOMO energy (spin up / spin down) is -14.37 / -14.35 eV.

Structure (XYZ):
```
60
Properties=species:S:1:pos:R:3:lowdin_charge:R:1
C -1.42 3.11 -2.97 -0.034
C -1.34 1.83 -2.39 -0.238
C -0.03 1.29 -2.25 -0.202
C 1.09 2.21 -2.02 -0.149
C 0.95 3.52 -2.55 -0.004
C -0.29 3.93 -3.05 -0.059
C 2.15 1.70 -1.15 -0.112
C 2.56 0.38 -1.60 -0.172
C 1.47 -0.53 -1.98 -0.159
C 1.69 -1.92 -2.16 -0.247
C 2.98 -2.34 -2.34 -0.007
C 4.07 -1.46 -2.20 0.010
C 3.88 -0.10 -1.84 0.030
H -2.40 3.51 -3.31 0.141
H 1.88 4.14 -2.49 0.141
H -0.31 4.89 -3.59 0.130
H 3.00 2.39 -0.77 0.193
H 3.17 -3.39 -2.62 0.143
H 5.07 -1.73 -2.47 0.118
H 4.66 0.71 -1.81 0.152
N 0.10 -0.04 -1.75 -0.158
W 0.05 -0.17 0.23 1.316
C -2.45 1.16 -1.59 -0.209
H -2.49 0.07 -1.77 0.084
H -3.46 1.60 -1.67 0.124
C 0.55 -2.89 -1.92 -0.215
H -0.39 -2.72 -2.50 0.110
H 0.79 -3.98 -2.00 0.119
P -1.84 1.32 0.22 0.806
P 0.06 -2.59 -0.11 0.828
C 1.40 -3.45 0.83 -0.193
H 1.04 -3.54 1.89 0.059
H 1.57 -4.45 0.35 0.082
H 2.32 -2.83 0.77 0.056
C -1.51 -3.49 0.13 -0.213
H -1.36 -4.54 -0.22 0.082
H -1.72 -3.45 1.23 0.041
H -2.28 -2.97 -0.46 0.055
C -2.03 3.07 0.60 -0.166
H -3.10 3.27 0.68 0.075
H -1.56 3.33 1.56 0.059
H -1.61 3.75 -0.14 0.066
C -3.18 0.43 0.88 -0.252
H -2.95 0.10 1.89 0.050
H -4.05 1.11 0.87 0.090
H -3.34 -0.44 0.23 0.062
C 1.78 0.02 1.15 -0.226
O 2.84 0.09 1.66 0.205
H 1.78 1.45 -0.07 0.080
O -0.96 -2.64 3.14 -0.014
C -0.83 -1.38 3.38 -0.373
C -1.03 -0.75 4.75 -0.077
C -0.73 0.72 4.56 -0.066
C -0.20 0.86 3.12 -0.532
O 0.32 1.83 2.66 0.068
N -0.39 -0.38 2.47 -0.055
H -2.04 -0.96 5.13 0.146
H -0.35 -1.19 5.45 0.132
H -1.61 1.40 4.68 0.145
H 0.03 1.12 5.23 0.133
```

no.,M (g/mol)
1,483.50
2,816.10
3,408.57
4,638.29